1.
Molecular formula: C27H33BCl2N
Method: DFT, ωB97M-V/def2-TZVPD

Structure (XYZ):
```
64
Properties=species:S:1:pos:R:3:forces:R:3
Cl -1.83605 7.61597 -4.75753 0.1 0.5 -0.3
C -1.86854 6.12953 -3.93317 -0.5 -1.5 1.3
C -2.86334 5.91539 -2.93612 0.7 0.1 -0.5
C -2.87184 4.70505 -2.24150 0.5 -0.2 -0.2
C -1.92218 3.69911 -2.51522 0.4 1.7 -0.8
C -1.93919 2.47733 -1.77075 0.6 -1.5 0.9
C -0.99338 1.51745 -1.85148 0.8 0.8 0.8
C -1.12041 0.09474 -1.39059 -1.9 0.8 -1.5
C -0.63802 -0.87379 -2.43437 0.1 -1.5 0.0
C -1.28197 -2.12586 -2.58320 0.9 -0.2 -0.5
C -0.64276 -3.16936 -3.31418 -1.2 0.2 0.7
C 0.61896 -2.96342 -3.86677 -0.3 1.0 0.3
Cl 1.40615 -4.21639 -4.72067 0.2 -0.4 -0.2
C 1.25963 -1.71733 -3.74168 -0.3 0.0 0.2
C 0.60870 -0.69293 -3.04481 0.7 0.1 0.2
C -0.94839 3.93414 -3.52543 -0.2 -0.3 0.4
C -0.91052 5.12276 -4.22187 -0.3 1.2 -0.1
H -3.58099 6.71239 -2.68742 0.4 -0.5 -0.3
H -3.59509 4.51886 -1.44554 0.1 0.2 -0.3
H -2.72045 2.35582 -1.02028 -0.5 -0.3 -0.6
H 0.01637 1.83292 -2.18188 -0.9 -0.5 -0.5
H -2.17651 -0.11860 -1.15502 0.3 0.1 0.0
H -2.22760 -2.33010 -2.04562 0.6 0.2 -0.6
H -1.15034 -4.16161 -3.38029 0.6 1.0 -0.1
H 2.27899 -1.57894 -4.13135 -0.7 -0.1 0.1
H 1.17035 0.24257 -2.84344 -0.5 -0.7 -0.4
H -0.19241 3.16698 -3.74878 -0.5 0.4 0.0
H -0.12653 5.34727 -4.97103 -0.6 -0.3 0.5
C -0.04940 -2.81775 0.13136 -0.6 -0.7 -0.1
C 0.37938 -2.54065 1.55134 -0.9 -0.4 0.2
C -0.69995 -3.11142 2.46413 -0.5 -0.5 0.0
N 0.54359 -1.01196 1.89600 1.8 -1.9 -1.2
C 0.80031 -1.03546 3.37626 -1.5 1.2 -0.4
C 1.83161 -1.80076 3.88251 0.9 -0.7 0.1
C 2.07053 -1.79279 5.24703 -0.3 0.4 1.5
C 1.21440 -0.98368 6.08415 1.2 -0.9 -0.2
C 0.17230 -0.23884 5.52303 -0.1 0.3 1.5
C -0.04886 -0.26037 4.15868 1.0 -0.8 -0.1
C 1.93711 -0.62444 1.29577 0.4 1.1 0.3
C 2.43306 0.64644 1.98393 0.0 0.3 0.1
C 1.89476 -0.30792 -0.17367 0.3 0.6 -0.3
B -0.66695 -0.10026 1.34578 0.7 0.3 1.8
H -0.56307 -0.16011 -0.49733 0.8 0.0 1.3
H -0.47099 -3.84928 0.08918 0.6 0.7 0.0
H -0.89952 -2.19218 -0.12923 0.1 0.1 -0.1
H 0.73419 -2.74491 -0.61387 -0.1 0.0 -0.1
H 1.34234 -3.04410 1.71995 -0.3 0.5 0.2
H -1.02326 -4.08025 2.05150 0.2 0.3 0.4
H -0.39583 -3.24888 3.50378 -0.1 0.0 -0.2
H -1.59287 -2.47436 2.43012 0.2 -0.1 0.1
H 2.48744 -2.42372 3.24127 -0.6 0.6 0.5
H 2.92558 -2.41414 5.69091 -1.5 1.1 -0.7
H 1.42202 -0.98362 7.17879 -0.4 0.1 -1.0
H -0.48198 0.37437 6.19027 0.7 -0.6 -0.7
H -0.84295 0.29604 3.70646 -0.4 0.3 -0.1
H 2.64472 -1.45472 1.46600 -0.7 0.2 0.1
H 3.24213 1.06800 1.37703 0.0 -0.2 0.3
H 1.62650 1.39397 1.95723 0.3 -0.1 0.1
H 2.76942 0.51724 3.01721 0.0 0.0 -0.3
H 2.93683 -0.22215 -0.54925 -0.6 -0.3 0.2
H 1.34159 -1.03460 -0.74706 0.2 0.1 -0.3
H 1.45566 0.69600 -0.30561 0.0 -0.3 -0.1
H -1.75407 -0.57847 1.45572 0.3 0.0 -0.4
H -0.46843 1.09979 1.46061 -0.1 -0.9 -0.6
```
Positions in Å, forces in eV/Å.

The calculation puts the HOMO energy at -10.4 eV. The net charge is +1. The orbital gap comes out at 6.6 eV. The max |F| is 0.0560 Eh/bohr. Its energy above the lowest of the compared OMol25 structures with the same formula, charge and spin is 93.61 kJ/mol. The multiplicity is 1.

Löwdin population analysis, charges in e, atoms 1 to 8: 0.71 -0.68 -0.08 -0.03 -0.23 -0.05 -0.08 -0.17

2.
Molecular formula: C27H33BF2NO3S
Method: DFT, ωB97M-V/def2-TZVPD

Structure (XYZ):
```
68
Properties=species:S:1:pos:R:3:forces:R:3
C 1.48669 -8.10506 2.67884 0.0 0.7 -0.4
C 0.91781 -7.02867 2.82213 -1.0 -0.1 -0.1
C 0.04571 -5.71626 2.94083 1.2 -0.4 0.5
C 0.94071 -4.40573 2.62896 -0.3 -0.7 -0.5
C 0.13673 -3.30003 1.79487 0.3 -0.7 -0.3
B 0.57300 -1.76312 2.18370 0.8 0.0 1.0
O -0.47198 -0.72538 2.33653 -1.5 1.9 -0.9
C -0.40557 0.19119 1.22535 2.7 -2.7 1.4
N -1.14365 1.48050 1.49969 -2.4 -1.2 -2.4
C -2.15034 1.43278 0.77368 0.2 -0.2 0.0
S -3.42980 1.23230 -0.23321 2.0 0.6 1.7
C 1.19002 0.31978 1.09397 1.7 -2.1 0.3
C 1.99942 1.04054 2.27220 0.3 1.0 0.2
C 3.41004 0.34526 2.52838 -0.8 -1.4 0.0
F 4.30220 1.15872 3.31177 -1.0 -0.3 -0.9
C 1.85860 0.57682 -0.32343 1.3 1.1 0.7
O 0.98993 1.22561 -1.29269 0.5 -1.4 -1.2
C 1.04352 0.63124 -2.55658 -1.2 -1.4 -3.0
C -0.28252 0.15508 -3.11732 1.2 -0.2 -1.2
C -0.44899 -0.46394 -4.45961 3.1 0.3 -0.3
C -1.80428 -0.93268 -5.09832 -0.5 0.7 0.2
C 0.79720 -0.64539 -5.31027 0.4 1.6 3.2
C 2.12365 -0.17028 -4.76574 -2.7 -0.2 0.8
C 2.26765 0.46524 -3.40698 -1.4 -0.8 -0.8
C 3.67824 0.97367 -2.91969 0.3 0.0 0.6
C 3.62237 2.55093 -2.72597 -0.3 0.1 -0.7
C 4.89424 0.54974 -3.86131 -0.4 0.5 0.7
O 1.56440 -1.07430 1.32849 -0.5 0.7 -1.7
H 2.05440 -9.02533 2.38729 -1.0 1.6 0.7
H -0.84858 -5.74070 2.25342 1.1 -0.3 0.6
H -0.33636 -5.63395 4.01291 0.4 -0.3 -1.4
H 1.82608 -4.78258 2.02283 -0.9 0.7 0.8
H 1.31353 -4.02975 3.62741 -0.3 -0.2 -1.2
H -0.96428 -3.46072 2.00705 1.0 0.2 -0.5
H 0.39055 -3.45582 0.69407 -0.7 -0.1 1.1
H 1.16947 -1.90705 3.22395 0.0 0.1 1.1
H -0.74142 -0.44359 0.34760 0.0 1.5 0.3
H 1.42593 0.96531 3.24150 0.4 0.1 -1.2
H 2.22125 2.13469 2.05062 -0.5 -1.1 0.2
H 3.23991 -0.60449 3.13028 0.2 1.3 -0.8
H 3.92367 0.03232 1.57264 -0.4 0.7 1.0
H 2.34763 -0.35850 -0.74984 -1.2 1.0 0.7
H 2.73134 1.29947 -0.14262 -1.1 -0.8 -0.2
H -1.21767 0.27892 -2.48752 1.4 -0.1 -0.7
H -2.55124 -0.07210 -5.05941 0.9 -1.1 0.0
H -2.29837 -1.80276 -4.57510 0.7 0.9 -0.4
H -1.71505 -1.20350 -6.20158 0.2 0.3 1.5
H 0.73612 -1.11246 -6.33670 0.1 0.6 1.4
H 3.00495 -0.33320 -5.45758 -1.1 0.3 1.2
H 3.91966 0.53622 -1.89291 -0.5 0.4 -1.4
H 3.20599 2.99328 -3.68947 0.5 -0.4 1.1
H 2.90479 2.84510 -1.89609 1.0 -0.4 -1.0
H 4.64531 3.01858 -2.56168 -1.2 -0.7 0.0
H 4.66090 0.89311 -4.90989 0.6 -0.6 1.0
H 5.81288 1.09348 -3.47728 -1.0 -0.6 -0.6
H 5.12263 -0.55882 -3.78247 -0.5 1.3 -0.4
F -8.53391 5.17205 3.12041 -0.2 0.1 0.0
C -7.33971 4.60566 2.86495 0.6 -0.3 -0.1
C -7.29281 3.38162 2.22058 -0.2 -0.1 -0.1
C -6.05957 2.79838 1.95191 0.1 0.3 0.2
C -4.88923 3.44274 2.34109 0.1 0.0 0.0
C -4.95035 4.66957 2.99229 -0.2 -0.2 -0.1
C -6.18267 5.25812 3.25129 -0.1 0.2 0.1
H -8.21555 2.89195 1.93292 0.0 0.1 0.0
H -6.01028 1.84377 1.44091 0.0 0.1 0.1
H -3.92839 2.98658 2.13569 -0.1 0.0 0.0
H -4.03768 5.16806 3.29845 -0.1 0.0 0.0
H -6.24888 6.21779 3.74978 0.0 0.0 0.0
```
Positions in Å, forces in eV/Å.

The calculation puts the HOMO energy at -4.6 eV. The net charge is -1. The orbital gap comes out at 7.0 eV. The max |F| is 0.0789 Eh/bohr. The multiplicity is 1.

Löwdin population analysis, charges in e, atoms 1 to 8: 0.03 -0.15 -0.20 -0.23 -0.12 -0.75 -0.02 -0.25